1.
{
  "formula": "C4H6N2OS",
  "method": "ωB97M-V with the def2-TZVPD basis set",
  "symbols": ["C", "C", "C", "N", "C", "O", "N", "S", "H", "H", "H", "H", "H", "H"],
  "xyz": [[1.862, 0.754, -0.169], [0.668, -0.134, -0.126], [0.647, -1.501, -0.013], [-0.626, -2.012, -0.008], [-1.411, -0.960, -0.083], [-2.727, -1.004, -0.188], [-0.689, 0.221, -0.138], [-1.426, 1.743, -0.107], [1.906, 1.316, 0.778], [2.825, 0.275, -0.302], [1.727, 1.534, -0.927], [1.515, -2.155, 0.119], [-3.016, -0.090, -0.053], [-1.256, 2.014, 1.217]],
  "nbo_charge": [-0.640, 0.070, -0.074, -0.493, 0.620, -0.632, -0.545, 0.212, 0.212, 0.241, 0.221, 0.207, 0.484, 0.116],
  "e_homo_ev": -8.091,
  "e_lumo_ev": 0.3,
  "gap_ev": 8.372,
  "e_above_lowest_kcal_mol": 40.6,
  "smiles": "Cc1cnc(O)n1S",
  "max_force_ev_per_a": 2.44
}

---

2.
{
  "formula": "C42H47ClN2O12",
  "method": "ωB97M-V with the def2-TZVPD basis set",
  "symbols": ["C", "C", "N", "C", "C", "N", "C", "C", "H", "H", "H", "H", "H", "H", "H", "H", "H", "H", "H", "Cl", "C", "C", "C", "C", "C", "C", "O", "O", "H", "H", "H", "H", "H", "H", "C", "C", "C", "C", "C", "C", "O", "O", "H", "H", "H", "H", "H", "H", "C", "C", "C", "C", "C", "C", "O", "O", "H", "H", "H", "H", "H", "H", "C", "C", "C", "C", "C", "C", "O", "O", "H", "H", "H", "H", "H", "H", "C", "C", "C", "C", "C", "C", "O", "O", "H", "H", "H", "H", "H", "H", "C", "C", "C", "C", "C", "C", "O", "O", "H", "H", "H", "H", "H", "H"],
  "xyz": [[1.650, -0.157, -7.487], [0.281, 0.507, -7.336], [-0.310, 0.353, -6.019], [-1.150, -0.714, -5.703], [-1.547, -0.617, -4.377], [-0.922, 0.551, -3.900], [-0.069, 1.053, -4.883], [-0.923, 1.126, -2.570], [1.459, -1.206, -7.528], [2.408, 0.114, -6.848], [2.053, -0.206, -8.540], [-0.365, -0.077, -8.019], [0.402, 1.698, -7.640], [-1.670, -1.281, -6.488], [-2.382, -0.889, -4.048], [0.441, 1.908, -4.951], [-0.754, 2.222, -2.470], [-0.153, 0.758, -1.744], [-1.798, 1.084, -2.057], [-0.563, 0.177, 1.033], [-6.465, -2.345, 0.515], [-5.038, -2.712, 0.640], [-4.169, -1.685, 0.788], [-4.544, -0.413, 1.010], [-5.949, -0.032, 1.038], [-6.920, -1.056, 0.831], [-8.192, -0.587, 0.643], [-2.881, -2.073, 0.998], [-7.090, -3.167, 0.301], [-4.716, -3.684, 0.823], [-3.698, 0.179, 1.351], [-6.244, 0.884, 1.221], [-8.660, -0.997, -0.108], [-2.318, -1.172, 0.655], [1.291, -4.718, 1.766], [0.672, -3.323, 2.092], [0.587, -2.892, 3.356], [0.911, -3.796, 4.435], [1.507, -5.053, 4.184], [1.637, -5.503, 2.905], [2.210, -6.714, 2.617], [-0.171, -1.771, 3.711], [1.187, -4.987, 0.557], [0.588, -2.755, 1.280], [0.527, -3.287, 5.347], [1.609, -5.747, 4.916], [2.063, -6.768, 1.748], [-0.283, -1.166, 2.874], [-1.502, -3.713, -1.987], [-0.355, -2.585, -1.721], [0.658, -2.613, -2.788], [0.564, -3.421, -3.901], [-0.535, -4.324, -4.072], [-1.567, -4.394, -3.170], [-2.580, -5.440, -3.225], [1.694, -1.791, -2.623], [-2.099, -3.631, -1.252], [-0.031, -2.063, -0.843], [1.350, -3.506, -4.702], [-0.657, -4.691, -4.974], [-2.523, -6.203, -3.702], [1.836, -1.428, -1.828], [5.999, 0.526, 0.976], [4.809, 0.142, 0.199], [3.753, -0.641, 0.794], [3.878, -1.100, 2.047], [4.906, -0.689, 2.870], [5.957, 0.161, 2.340], [7.106, 0.591, 3.026], [2.766, -1.029, -0.003], [6.745, 0.997, 0.422], [4.692, 0.350, -0.871], [3.006, -1.517, 2.499], [4.885, -0.967, 4.058], [7.171, 1.456, 2.986], [1.988, -0.645, 0.300], [-2.633, 4.125, 1.999], [-3.582, 5.237, 2.403], [-3.590, 6.445, 1.728], [-2.860, 6.552, 0.536], [-2.049, 5.509, 0.047], [-1.839, 4.329, 0.795], [-1.162, 3.251, 0.323], [-4.359, 7.399, 2.157], [-2.550, 3.293, 2.652], [-4.129, 5.220, 3.213], [-2.917, 7.369, -0.242], [-1.510, 5.703, -0.811], [-1.180, 2.472, 0.805], [-4.109, 8.029, 1.474], [2.770, 2.707, 2.448], [4.195, 3.197, 2.738], [4.395, 3.980, 3.921], [3.409, 4.057, 4.831], [2.073, 3.590, 4.562], [1.722, 2.975, 3.346], [0.492, 2.416, 3.132], [5.517, 4.689, 4.026], [2.718, 2.061, 1.669], [4.998, 2.979, 2.120], [3.701, 4.731, 5.717], [1.036, 3.952, 5.082], [0.496, 1.726, 2.517], [5.457, 5.066, 5.018]],
  "mulliken_charge": [-1.161, -0.371, 0.218, -0.434, -0.708, 0.336, -0.231, -0.922, 0.322, 0.387, 0.369, 0.246, 0.277, 0.400, 0.775, 0.525, 0.352, 0.065, 0.461, -0.719, -0.790, -0.558, 0.456, -0.469, -0.677, 0.438, -0.564, -0.319, 0.375, 0.525, 0.478, 0.685, 0.318, -0.012, -0.493, 0.610, 0.210, -0.431, -0.922, 0.972, -0.529, -0.588, -0.033, 0.070, 0.333, 0.472, 0.277, 0.149, -1.495, 0.603, 0.459, -0.514, -0.630, 0.380, -0.539, -0.408, 1.073, -0.228, 0.357, 0.541, 0.286, 0.286, -0.762, -0.351, -0.402, 0.513, -0.642, 0.473, -0.576, -0.191, 0.492, 0.376, 0.310, 0.208, 0.322, -0.091, -0.438, -0.944, 0.724, -0.284, -0.930, 0.376, -0.210, -0.528, 0.601, 0.602, 0.168, 0.461, 0.084, 0.278, -0.546, -1.045, 0.936, -0.530, -0.551, 0.519, -0.293, -0.556, 0.797, 0.675, 0.062, 0.165, 0.066, 0.321],
  "e_homo_ev": -7.453,
  "e_lumo_ev": -1.1,
  "gap_ev": 6.367,
  "e_above_lowest_kcal_mol": 39.8,
  "max_force_ev_per_a": 9.84
}

---

3.
{
  "formula": "C41H40LaN8O2",
  "method": "ωB97M-V with the def2-TZVPD basis set",
  "symbols": ["La", "C", "C", "C", "C", "C", "C", "C", "N", "N", "C", "C", "C", "C", "C", "C", "N", "C", "C", "C", "C", "C", "C", "N", "H", "H", "H", "H", "H", "H", "H", "H", "H", "H", "H", "H", "H", "H", "H", "H", "H", "H", "H", "H", "C", "O", "C", "C", "C", "C", "C", "C", "N", "N", "C", "C", "C", "C", "O", "C", "N", "C", "C", "C", "C", "H", "H", "H", "H", "H", "H", "H", "H", "H", "H", "H", "H", "C", "C", "C", "C", "C", "C", "N", "H", "H", "H", "H", "H", "H", "H", "H"],
  "xyz": [[0.513, -0.947, -0.369], [2.468, -3.402, 1.349], [1.999, -3.016, 2.753], [1.464, -1.625, 2.991], [2.066, -0.808, 3.941], [1.484, 0.404, 4.266], [0.311, 0.778, 3.628], [-0.200, -0.073, 2.668], [0.352, -1.250, 2.346], [1.440, -3.468, 0.281], [0.392, -4.440, 0.633], [-0.901, -4.291, -0.128], [-1.612, -5.419, -0.510], [-2.890, -5.261, -1.025], [-3.405, -3.984, -1.145], [-2.610, -2.909, -0.782], [-1.378, -3.050, -0.281], [2.102, -3.925, -0.961], [3.150, -2.951, -1.447], [4.431, -3.361, -1.777], [5.355, -2.409, -2.180], [4.975, -1.078, -2.235], [3.672, -0.752, -1.901], [2.779, -1.668, -1.521], [3.235, -2.693, 1.025], [2.952, -4.388, 1.425], [1.258, -3.728, 3.124], [2.873, -3.149, 3.397], [2.977, -1.131, 4.426], [1.933, 1.046, 5.010], [-0.186, 1.710, 3.850], [-1.118, 0.181, 2.142], [0.773, -5.466, 0.528], [0.138, -4.300, 1.683], [-1.173, -6.398, -0.397], [-3.471, -6.122, -1.320], [-4.396, -3.808, -1.535], [-2.956, -1.894, -0.928], [2.587, -4.898, -0.795], [1.341, -4.058, -1.736], [4.700, -4.405, -1.709], [6.363, -2.703, -2.436], [5.666, -0.303, -2.529], [3.320, 0.271, -1.933], [-4.746, 2.467, 2.539], [-4.635, 3.461, 1.537], [-3.425, 4.062, 1.363], [-3.377, 5.058, 0.388], [-2.204, 5.748, 0.172], [-1.046, 5.418, 0.869], [-1.092, 4.428, 1.834], [-2.281, 3.760, 2.099], [0.086, 6.290, 0.641], [1.241, 5.864, 0.610], [1.469, 4.438, 0.583], [2.252, 3.870, 1.544], [2.462, 2.477, 1.576], [1.929, 1.653, 0.614], [2.018, 0.328, 0.637], [1.246, 2.267, -0.493], [0.869, 1.440, -1.516], [0.285, 1.971, -2.569], [0.032, 3.349, -2.685], [0.380, 4.179, -1.660], [1.006, 3.651, -0.504], [-5.769, 2.102, 2.490], [-4.558, 2.888, 3.531], [-4.055, 1.639, 2.355], [-4.279, 5.296, -0.156], [-2.167, 6.554, -0.548], [-0.215, 4.196, 2.424], [-2.306, 3.020, 2.884], [2.669, 4.500, 2.318], [3.049, 2.033, 2.369], [-0.029, 1.288, -3.351], [-0.443, 3.727, -3.577], [0.200, 5.242, -1.735], [-0.190, -1.805, -3.638], [-1.281, -0.912, -3.111], [-2.358, -0.374, -3.780], [-3.042, 0.457, -2.849], [-2.337, 0.383, -1.668], [-2.595, 1.054, -0.358], [-1.271, -0.462, -1.815], [-0.261, -1.842, -4.725], [-0.270, -2.835, -3.270], [0.814, -1.428, -3.401], [-2.619, -0.550, -4.809], [-3.921, 1.049, -3.027], [-3.414, 1.768, -0.444], [-1.726, 1.630, -0.008], [-2.871, 0.343, 0.433]],
  "mulliken_charge": [0.694, -1.088, -1.492, 1.078, -1.049, -0.675, -0.623, -0.362, -0.121, 1.504, -1.112, 0.456, -1.058, -0.518, -1.109, 0.080, 0.275, -1.160, 0.379, -0.967, -0.537, -0.945, -0.268, 0.853, 0.619, 0.364, 0.416, 0.515, 0.411, 0.460, 0.425, 0.876, 0.246, 0.336, 0.462, 0.430, 0.513, 0.249, 0.468, 0.349, 0.515, 0.422, 0.497, 0.224, -0.656, -0.459, 0.440, -0.666, -0.385, -0.109, -0.313, 0.048, -0.297, -0.689, 0.025, -0.389, -0.321, -0.081, -0.871, -0.049, 0.337, -0.449, -1.240, -0.943, 1.007, 0.257, 0.355, 0.149, 0.482, 0.472, 0.456, 0.423, 0.450, 0.577, 0.531, 0.509, 0.625, -1.201, 0.423, -1.293, -0.708, -0.522, -0.283, 2.054, 0.540, 0.119, 0.135, 0.569, 0.645, 0.423, -0.102, -0.053],
  "e_homo_ev": -9.472,
  "e_lumo_ev": -2.4,
  "gap_ev": 7.044,
  "e_above_lowest_kcal_mol": 5.9,
  "max_force_ev_per_a": 1.46,
  "total_charge": 1
}

---

4.
{
  "formula": "C6H15NO",
  "method": "ωB97M-V with the def2-TZVPD basis set",
  "symbols": ["C", "C", "C", "O", "N", "H", "H", "H", "H", "H", "H", "H", "C", "C", "C", "H", "H", "H", "H", "H", "H", "H", "H"],
  "xyz": [[0.913, 1.270, 1.453], [2.221, 0.528, 1.424], [-0.294, 0.527, 2.151], [-0.045, -0.354, 2.958], [-1.512, 0.858, 1.631], [0.823, 2.232, 2.131], [0.590, 1.561, 0.500], [1.950, -0.570, 1.178], [-2.314, 0.314, 1.740], [-1.685, 1.613, 1.055], [2.794, 0.671, 2.295], [2.876, 0.840, 0.559], [-0.560, -0.528, -2.490], [-1.081, -0.459, -3.987], [0.367, -1.719, -2.134], [0.066, 0.444, -2.027], [-1.429, -0.598, -1.723], [-0.548, 0.391, -4.582], [1.284, -1.539, -2.774], [0.420, -1.808, -1.046], [-0.246, -2.678, -2.420], [-0.879, -1.438, -4.462], [-2.148, -0.326, -4.008]],
  "nbo_charge": [-0.382, -0.640, 0.656, -0.090, -0.709, 0.276, 0.257, 0.246, 0.435, 0.431, 0.247, 0.270, -0.372, -0.631, -0.624, 0.156, 0.173, 0.226, 0.226, 0.193, 0.213, 0.220, 0.222],
  "e_homo_ev": [-13.829, -13.828],
  "e_lumo_ev": [-4.2, -9.3],
  "gap_ev": [9.621, 4.525],
  "multiplicity": 2,
  "e_above_lowest_kcal_mol": 68.5,
  "max_force_ev_per_a": 3.87,
  "total_charge": 1
}

---

5.
{
  "formula": "C2H4N2S",
  "method": "ωB97M-V with the def2-TZVPD basis set",
  "symbols": ["H", "N", "C", "N", "C", "S", "H", "H", "H"],
  "xyz": [[1.687, -0.430, -1.159], [1.543, -0.497, -0.193], [0.379, -0.061, 0.067], [-0.080, 0.031, 1.375], [-0.599, 0.496, -0.926], [-2.193, 0.565, -0.759], [0.476, -0.592, 1.996], [-1.054, -0.156, 1.531], [-0.159, 0.644, -1.931]],
  "nbo_charge": [0.332, -0.634, 0.350, -0.809, -0.342, 0.119, 0.389, 0.391, 0.204],
  "e_homo_ev": -9.379,
  "e_lumo_ev": -1.1,
  "gap_ev": 8.234,
  "e_above_lowest_kcal_mol": 10.1,
  "smiles": "[H]/N=C(/N)C=S",
  "max_force_ev_per_a": 2.11
}

---

Number 1: energy -738.939972 hartree. Number 2: energy -3100.724452 hartree. Number 3: energy -2206.413604 hartree. Number 4: energy -367.209082 hartree. Number 5: energy -586.278236 hartree.